1.
This record from the OMol25 dataset describes a structure of composition C4H16As2F12N8O4Tl in a non-equilibrium geometry. The level of theory is the ωB97M-V functional and the def2-TZVPD basis.

The LUMO energy comes out at -10.24 eV. Its HOMO energy is -13.62 eV. For the total energy, the calculation gives -183497.039 eV. For the HOMO-LUMO gap, the calculation gives 3.38 eV. As for the net charge: +1. The relative energy (zero: lowest compared OMol25 entry of this formula, charge and spin) comes out at 44.4 kJ/mol. As for the spin multiplicity: 1.

Each line ends with the Löwdin charge.
CARTESIAN COORDINATES (ANGSTROEM)
Tl  -0.240  0.515  1.581  1.43
As  -1.273  -2.054  -1.978  0.76
F  -2.567  -0.994  -2.336  -0.19
F  -1.646  -3.069  -3.293  -0.19
F  0.084  -3.045  -1.554  -0.23
F  -0.888  -1.052  -0.596  -0.32
F  -2.308  -3.022  -0.959  -0.23
F  -0.185  -1.048  -2.946  -0.24
As  -3.146  4.123  1.478  0.69
F  -4.101  5.530  1.377  -0.22
F  -2.007  4.837  0.329  -0.28
F  -2.105  2.679  1.457  -0.36
F  -4.232  3.343  2.544  -0.22
F  -4.007  3.418  0.143  -0.25
F  -2.207  4.731  2.766  -0.23
C  -1.444  -2.984  2.710  -0.59
O  -1.458  -1.736  2.603  -0.08
N  -1.110  -3.600  3.891  0.18
N  -1.762  -3.808  1.686  0.22
H  -0.646  -3.067  4.603  0.12
H  -0.911  -4.583  3.836  0.11
H  -2.018  -3.456  0.766  0.08
H  -1.734  -4.799  1.845  0.12
C  -1.032  1.962  -2.204  -0.50
O  -0.710  1.501  -1.075  0.06
N  -1.639  3.152  -2.387  0.24
N  -0.636  1.289  -3.326  0.25
H  -1.948  3.711  -1.568  0.12
H  -1.709  3.486  -3.333  0.13
H  -0.754  1.756  -4.208  0.14
H  -0.257  0.352  -3.215  0.02
C  2.032  -0.205  -1.621  -0.59
O  1.587  0.404  -0.612  -0.02
N  2.280  -1.540  -1.565  0.20
N  2.291  0.428  -2.797  0.23
H  1.915  -2.005  -0.749  0.12
H  2.533  -2.108  -2.354  0.13
H  2.580  -0.161  -3.558  0.13
H  1.941  1.357  -2.950  0.12
C  3.705  0.165  2.183  -0.58
O  2.555  0.675  2.183  -0.07
N  4.287  -0.386  1.080  0.20
N  4.472  0.203  3.311  0.19
H  3.751  -0.524  0.246  0.07
H  5.224  -0.743  1.107  0.12
H  5.364  -0.253  3.325  0.11
H  4.079  0.624  4.133  0.12

---

2.
This record from the OMol25 dataset describes a cluster of 2 separate species, C2H4N4O in total in a non-equilibrium geometry. The level of theory is the ωB97M-V functional and the def2-TZVPD basis.

The LUMO energy comes out at 0.44 eV. Its HOMO energy is -9.56 eV. As for the SMILES: N#CNO.N=C=N. For the total energy, the calculation gives -10142.699 eV. For the HOMO-LUMO gap, the calculation gives 10.00 eV. The relative energy (zero: lowest compared OMol25 entry of this formula, charge and spin) comes out at 427.9 kJ/mol. As for the spin multiplicity: 1.

Each line ends with the Löwdin charge.
CARTESIAN COORDINATES (ANGSTROEM)
N  -0.708  1.898  -0.457  0.15
C  -0.593  0.961  -1.118  -0.28
N  -0.351  -0.144  -1.878  -0.03
O  -1.519  -0.757  -2.399  -0.04
H  0.181  0.100  -2.715  0.14
H  -1.532  -1.657  -2.031  0.11
N  -0.152  0.099  1.687  0.14
C  1.003  -0.312  1.762  -0.35
N  1.908  -0.779  2.440  0.09
H  -0.437  1.012  1.376  0.01
H  2.200  -0.421  3.332  0.06

---

3.
This record from the OMol25 dataset describes the ion C6H15N with charge +1 in a non-equilibrium geometry. The level of theory is the ωB97M-V functional and the def2-TZVPD basis.

The LUMO energy (alpha / beta) comes out at -2.88 / -8.16 eV. Its HOMO energy (alpha / beta) is -15.58 / -15.53 eV. The expectation value of S² is 0.754. For the total energy, the calculation gives -7945.995 eV. For the HOMO-LUMO gap (alpha / beta), the calculation gives 12.70 / 7.37 eV. As for the net charge: +1. The relative energy (zero: lowest compared OMol25 entry of this formula, charge and spin) comes out at 137.1 kJ/mol. As for the spin multiplicity: 2.

Each line ends with the Löwdin charge.
CARTESIAN COORDINATES (ANGSTROEM)
C  -0.228  1.220  -3.068  -0.03
C  0.444  0.867  -1.660  -0.18
N  -0.538  0.439  -0.701  0.20
C  -0.111  -0.347  3.093  -0.07
C  -0.582  0.261  1.737  -0.22
C  0.209  -0.130  0.472  -0.32
C  0.365  -1.701  0.226  0.01
H  -0.769  2.154  -2.971  0.08
H  0.601  1.475  -3.762  0.10
H  -0.741  0.335  -3.417  0.08
H  0.995  -0.073  -1.909  0.16
H  0.971  1.744  -1.329  0.14
H  -1.085  -0.305  -1.132  0.17
H  -0.498  -1.361  3.130  0.07
H  -0.422  0.309  3.929  0.09
H  0.997  -0.331  2.996  0.09
H  -1.614  0.016  1.474  0.11
H  -0.565  1.325  1.976  0.11
H  1.218  0.288  0.600  0.15
H  -0.565  -2.263  0.183  0.10
H  1.108  -2.117  0.913  0.10
H  0.808  -1.802  -0.779  0.08

---

4.
This record from the OMol25 dataset describes a structure of composition C13H16FIrNO4S6Si in a non-equilibrium geometry. The level of theory is the ωB97M-V functional and the def2-TZVPD basis.

The LUMO energy comes out at 2.46 eV. Its HOMO energy is -4.96 eV. For the total energy, the calculation gives -101869.979 eV. For the HOMO-LUMO gap, the calculation gives 7.43 eV. As for the net charge: -1. The relative energy (zero: lowest compared OMol25 entry of this formula, charge and spin) comes out at 0.0 kJ/mol. As for the spin multiplicity: 1.

Each line ends with the Löwdin charge.
CARTESIAN COORDINATES (ANGSTROEM)
Ir  0.529  -0.004  0.281  1.14
C  -1.150  2.012  3.293  -0.16
Si  0.198  0.723  3.420  0.39
C  1.871  1.502  3.172  -0.20
C  0.195  -0.021  5.159  -0.18
N  -0.048  -0.496  2.198  -0.23
C  -0.889  -1.565  2.260  -0.31
C  -1.723  -1.926  3.339  -0.03
C  -2.510  -3.065  3.290  -0.11
C  -2.532  -3.900  2.180  -0.12
C  -1.746  -3.566  1.082  -0.03
C  -0.984  -2.437  1.173  -0.20
F  -0.207  -2.064  0.074  -0.09
H  -0.965  2.861  3.955  0.03
H  -2.121  1.582  3.552  0.03
H  -1.213  2.380  2.267  0.02
H  2.122  2.131  4.030  0.03
H  1.915  2.116  2.273  0.00
H  2.631  0.726  3.072  0.00
H  0.862  0.559  5.799  0.02
H  0.556  -1.051  5.149  0.03
H  -0.790  -0.013  5.628  0.02
H  -1.754  -1.297  4.213  0.08
H  -3.133  -3.300  4.145  0.10
H  -3.156  -4.782  2.157  0.09
H  -1.729  -4.155  0.176  0.12
O  -1.187  1.297  -0.437  -0.40
S  0.025  1.796  -1.178  0.33
O  -0.128  2.932  -2.017  -0.26
O  1.025  1.953  0.009  -0.46
O  0.616  0.525  -1.795  -0.43
C  5.493  1.059  1.524  -0.39
S  4.467  2.022  0.393  0.82
C  4.170  0.829  -0.865  -0.99
C  3.475  -0.319  -0.772  -1.07
S  2.588  -0.928  0.620  0.56
S  3.438  -1.285  -2.225  0.91
C  4.353  -0.248  -3.249  -1.51
S  4.696  -0.561  -4.832  0.48
S  4.867  1.181  -2.426  0.91
H  5.678  1.711  2.376  0.03
H  6.440  0.784  1.066  0.04
H  4.955  0.174  1.860  0.01

---

5.
This record from the OMol25 dataset describes a structure of composition C15H27PRhTe4. The level of theory is the ωB97M-V functional and the def2-TZVPD basis.

The LUMO energy comes out at -3.95 eV. Its HOMO energy is -9.68 eV. For the total energy, the calculation gives -57460.732 eV. For the HOMO-LUMO gap, the calculation gives 5.73 eV. As for the net charge: +1. The relative energy (zero: lowest compared OMol25 entry of this formula, charge and spin) comes out at 0.0 kJ/mol. As for the spin multiplicity: 1.

Each line ends with the Löwdin charge.
CARTESIAN COORDINATES (ANGSTROEM)
Rh  -0.177  -0.343  0.538  0.17
C  -2.960  1.361  -0.972  -0.04
C  -2.327  0.637  0.181  -0.26
C  -2.478  -0.758  0.335  -0.24
C  -3.207  -1.542  -0.726  -0.03
C  -2.034  -1.383  1.543  -0.22
C  -2.410  -2.815  1.848  -0.01
C  -1.337  -0.630  2.518  -0.26
C  -0.821  -1.305  3.764  -0.03
C  -1.183  0.777  2.356  -0.26
C  -0.648  1.632  3.464  -0.05
C  -1.633  1.396  1.168  -0.25
C  -1.493  2.881  1.004  -0.07
H  -2.210  1.667  -1.705  0.04
H  -3.453  2.261  -0.608  0.10
H  -3.704  0.753  -1.478  0.08
H  -4.283  -1.371  -0.648  0.11
H  -3.036  -2.610  -0.643  0.06
H  -2.892  -1.232  -1.721  0.09
H  -1.631  -3.528  1.582  0.07
H  -3.314  -3.098  1.318  0.09
H  -2.609  -2.932  2.910  0.09
H  -1.541  -1.219  4.582  0.11
H  0.117  -0.860  4.086  0.07
H  -0.632  -2.361  3.595  0.07
H  0.255  2.163  3.157  -0.01
H  -0.429  1.066  4.361  0.08
H  -1.396  2.387  3.716  0.11
H  -2.387  3.376  1.397  0.12
H  -1.378  3.159  -0.039  0.04
H  -0.629  3.261  1.541  0.01
Te  2.179  0.145  1.486  0.40
Te  2.292  2.839  1.320  0.18
Te  1.550  3.142  -1.319  0.12
Te  0.605  0.627  -1.765  0.36
C  2.413  -2.285  -1.137  -0.31
P  0.882  -2.258  -0.166  0.57
C  1.310  -3.325  1.240  -0.24
C  -0.200  -3.312  -1.173  -0.22
H  2.731  -3.328  -1.173  0.06
H  3.180  -1.679  -0.660  0.01
H  2.254  -1.916  -2.146  0.01
H  1.665  -4.289  0.875  0.06
H  0.446  -3.482  1.882  0.02
H  2.100  -2.864  1.836  0.03
H  0.350  -4.209  -1.460  0.06
H  -0.506  -2.779  -2.074  0.06
H  -1.088  -3.604  -0.619  0.03

---

6.
This record from the OMol25 dataset describes a structure of composition C3H7IS in a non-equilibrium geometry. The level of theory is the ωB97M-V functional and the def2-TZVPD basis.

The LUMO energy comes out at 0.22 eV. Its HOMO energy is -8.74 eV. For the total energy, the calculation gives -22159.365 eV. For the HOMO-LUMO gap, the calculation gives 8.96 eV. The relative energy (zero: lowest compared OMol25 entry of this formula, charge and spin) comes out at 43.0 kJ/mol. As for the spin multiplicity: 1.

Each line ends with the Löwdin charge.
CARTESIAN COORDINATES (ANGSTROEM)
C  -0.119  1.414  0.437  -0.23
C  0.376  -1.091  0.274  -0.24
C  -0.589  0.067  0.025  -1.12
S  -1.293  0.132  -1.885  0.52
I  -2.508  -0.453  1.080  0.68
H  -0.953  2.125  0.102  0.10
H  0.852  1.412  -0.061  0.08
H  0.203  1.470  1.508  0.10
H  -0.116  -2.083  -0.027  0.08
H  0.616  -1.134  1.403  0.10
H  1.350  -1.102  -0.204  0.07
H  -1.807  -1.179  -1.991  -0.13

---

Question: Which value of relative energy (zero: lowest compared OMol25 entry of this formula, charge and spin) does entry 4 give?
Answer: 0.0 kJ/mol